The molecule C6H12O. Source: the Open Molecules 2025 dataset; level of theory: the ωB97M-V functional and the def2-TZVPD basis.

As for the HOMO energy: -9.2 eV. The value obtained for the energy above the lowest of the compared OMol25 structures with the same formula, charge and spin is 30.9 kcal per mole. The SMILES is CC(C)[C@H]1C[C@H]1O. The value obtained for the LUMO energy is 1.022 eV. The total energy comes out at -311.0101 Ha. As for the HOMO-LUMO gap: 0.3774 hartree.

```
! wB97M-V def2-TZVPD RIJCOSX def2/J DEFGRID3
* xyz 0 1
C 0.711 -0.652 0.054
C -1.585 0.625 -0.528
H -0.997 -1.416 -1.056
H 0.346 0.494 1.902
C -1.873 -0.284 0.629
H 1.429 1.303 0.744
H 1.996 -0.056 1.709
H 1.508 0.553 -1.568
H -2.782 -0.879 0.647
C -0.765 -0.620 -0.348
C 1.589 -0.473 -1.190
H -1.567 0.065 1.614
H 2.644 -0.675 -0.973
H 1.276 -1.150 -1.993
C 1.134 0.331 1.158
H -2.303 0.637 -1.344
H 0.883 -1.664 0.446
O -1.068 1.914 -0.366
H -0.577 1.947 0.463
*
```

Mulliken atomic charges, in units of e: 0.923, -0.145, 0.416, 0.415, -0.671, 0.360, 0.396, 0.313, 0.255, -0.401, -1.434, 0.168, 0.382, 0.376, -1.801, 0.371, 0.262, -0.533, 0.347